Below is a molecular structure, C22H25N4O3V, with properties calculated with ωB97M-V/def2-TZVPD.

Each line ends with the Löwdin spin population.
CARTESIAN COORDINATES (ANGSTROEM)
V (0.7520, -1.0607, -0.6733)  1.14
O (-0.5092, -2.3706, -1.7057)  -0.02
O (-0.0961, -1.3765, 1.2328)  0.01
O (2.7277, -1.7013, -0.6798)  0.00
N (0.7666, 0.7108, 1.7178)  0.00
N (1.6245, 0.3574, 0.6783)  -0.01
N (1.2730, -3.8746, -1.7974)  -0.03
N (-0.9914, 0.1988, -0.7672)  0.00
C (-1.1940, 1.0642, 3.7175)  0.00
C (-2.0970, -1.0751, 3.1003)  0.00
C (3.7546, -0.9157, -0.7815)  0.00
C (-3.1228, -0.9072, 4.0212)  0.00
C (-0.0695, -0.2786, 1.8984)  0.00
C (6.0190, -0.5752, -1.6424)  0.00
C (5.0050, 1.1423, -0.3379)  0.00
C (-3.9898, 1.1163, -2.1465)  0.00
C (3.8416, 0.3818, -0.1940)  0.00
C (-2.2192, 1.2318, 4.6355)  0.00
C (1.1572, -0.3591, -2.6668)  -0.02
C (-4.0873, 0.9114, 0.3688)  0.00
C (-3.1882, 0.2465, 4.7900)  0.00
C (-1.1267, -0.0915, 2.9417)  0.00
C (6.0894, 0.6960, -1.0652)  0.00
C (-1.9781, 0.7733, -0.8119)  0.00
C (2.7939, 0.8600, 0.6899)  0.03
C (-3.0673, 2.9563, -0.6885)  0.00
C (-3.2853, 1.4464, -0.8272)  0.00
C (1.2883, -1.7898, -3.2155)  -0.01
C (4.8965, -1.3583, -1.4957)  0.00
C (0.6841, -2.6215, -2.1105)  -0.09
H (-0.4330, 1.8206, 3.5795)  0.00
H (-4.9559, 1.6244, -2.1733)  0.00
H (-4.2376, -0.1646, 0.2818)  0.00
H (-5.0619, 1.4035, 0.3963)  0.00
H (-2.5707, 3.1902, 0.2533)  0.00
H (-2.2650, 2.1337, 5.2343)  0.00
H (0.3595, 0.2034, -3.1581)  0.00
H (4.8445, -2.3453, -1.9401)  0.00
H (3.0382, 1.6098, 1.4458)  0.00
H (-3.5662, 1.1055, 1.3074)  0.00
H (-3.8751, -1.6783, 4.1366)  0.00
H (5.0417, 2.1139, 0.1462)  0.00
H (-4.1523, 0.0430, -2.2397)  0.00
H (6.8601, -0.9547, -2.2127)  0.00
H (2.2531, -3.7260, -1.5735)  0.00
H (-4.0349, 3.4613, -0.7102)  0.00
H (-3.3965, 1.4462, -2.9993)  0.00
H (2.0863, 0.2127, -2.7549)  0.00
H (2.3327, -2.0811, -3.3512)  0.00
H (6.9743, 1.3092, -1.1761)  0.00
H (0.8055, -4.2626, -0.9856)  0.00
H (-2.4548, 3.3403, -1.5046)  0.00
H (-3.9891, 0.3789, 5.5076)  0.00
H (-2.0286, -1.9587, 2.4797)  0.00
H (0.7742, -1.9626, -4.1742)  0.00

Calculated values
E: -61012.2989 eV
2S+1: 2
LUMO (spin up / spin down): 2.59 / 2.59 eV
E_HOMO (spin up / spin down): -0.1157 / -0.0863 Eh
Energy above the lowest of the compared OMol25 structures with the same formula, charge and spin: 0.0 kJ/mol
⟨S²⟩: 0.84
Total charge: -1